[1]
Formula: C29H72F6NO15S2V
Source: the Open Molecules 2025 dataset
Level of theory: ωB97M-V/def2-TZVPD

Values from the calculation:
- HOMO energy: -9.35 eV
- 2S+1: 1

Each line ends with the Mulliken charge.
Atoms and positions in Å:
V -14.6649 -7.2060 2.4725  1.000
S -13.4332 -5.8938 -0.4794  0.573
S -13.6699 -8.4603 -0.6019  0.821
F -14.4349 -10.2586 1.2099  -0.128
F -14.7780 -10.8046 -0.8473  -0.140
F -14.1819 -4.4576 1.5892  -0.266
F -16.0469 -9.3349 0.0703  -0.205
F -12.0828 -4.9270 1.5815  -0.127
F -12.8353 -3.4531 0.1978  -0.101
O -13.7768 1.0363 2.3831  -0.550
O -15.4317 -9.3289 -6.3407  -0.633
O -12.2073 -6.1017 -1.1908  -0.368
O -10.3285 -7.3301 1.0885  -0.297
O -18.5728 -14.7314 -0.6794  -0.570
O -17.2131 -5.8467 -0.6052  -0.487
O -14.7521 -6.0662 3.5467  -0.522
O -12.4708 -7.6355 2.9276  1.255
O -16.6558 -1.8302 -1.3049  -0.589
O -12.3380 -8.9800 -0.4661  -0.739
O -15.0386 -8.5703 3.1475  -0.569
O -14.5625 -5.3413 -1.1730  -0.512
O -10.9066 -13.1526 3.6949  -0.594
O -14.1565 -8.1886 -1.9187  -0.334
O -12.7811 -8.3734 -5.5160  -0.445
N -13.9785 -7.2540 0.4453  0.618
C -14.7067 -0.4881 -0.7651  -1.360
C -11.5480 -12.0639 3.0129  0.814
C -17.4641 -10.0566 -5.3522  -1.477
C -12.7591 -11.6143 3.8367  -0.787
C -12.7606 -8.1096 5.2708  -1.518
C -19.4406 -5.1154 -1.2210  -1.612
C -8.7340 -6.3547 -0.4323  -1.479
C -14.7805 -2.2621 -2.6287  -1.200
C -14.8057 -9.8252 0.0189  0.004
C -15.2411 -11.1663 -4.8262  -1.156
C -18.0801 -5.5658 -1.7049  1.177
C -11.8253 2.1142 3.2146  -1.278
C -15.9706 -9.8780 -5.1582  1.595
C -8.2179 -8.4365 0.8343  -1.395
C -8.9270 -7.0816 0.8783  0.528
C -11.6630 0.0647 1.7182  -0.934
C -13.1154 -4.5814 0.8138  -0.016
C -17.5162 -12.5292 -0.6780  -0.528
C -15.2182 -1.8308 -1.2363  1.266
C -12.4367 0.7757 2.8222  0.449
C -11.2230 -6.5845 -5.1919  -1.490
C -11.3783 -8.3856 -3.4448  -0.618
C -16.2700 -14.5742 0.0738  -1.068
C -11.9307 -12.5719 1.6460  -1.205
C -11.7588 -7.8438 4.1771  1.455
C -17.6413 -13.8905 -0.0098  0.221
C -10.8181 -6.7037 4.4830  -1.191
C -18.1811 -6.8065 -2.5913  -1.129
C -12.1600 -7.5655 -4.4887  1.027
H -18.4327 -12.0738 -1.0444  0.407
H -11.3759 0.7556 0.9189  0.352
H -11.7603 -6.0188 -5.9507  0.354
H -12.0873 -9.0978 -3.0243  -0.061
H -17.0127 -1.5668 -0.4509  0.348
H -14.5597 -8.9432 -6.1340  0.427
H -10.7927 -5.8969 -4.4616  0.325
H -15.8056 -11.7854 -4.1430  0.193
H -14.9563 -2.6260 -0.5333  -0.373
H -17.1713 -7.0614 -2.9149  0.098
H -10.8577 -11.2123 2.9713  -0.093
H -10.7699 -7.3321 0.2285  -0.302
H -13.4748 -12.4218 3.9877  0.402
H -12.6510 -13.3856 1.7431  0.342
H -11.2067 -8.7704 3.9834  -0.220
H -18.8428 -6.6645 -3.4437  0.432
H -14.9600 0.3202 -1.4496  0.319
H -12.3168 2.4743 4.1177  0.324
H -10.7596 -0.4030 2.1120  0.409
H -17.5787 -4.7746 -2.2757  0.018
H -8.3552 -8.8816 -0.1512  0.325
H -17.0141 -11.8380 0.0024  0.019
H -18.0404 -13.8141 1.0032  0.338
H -12.2633 -0.6933 1.2143  -0.021
H -15.6216 -13.9848 0.7247  0.178
H -12.5666 0.1147 3.6784  0.271
H -10.4040 -7.1630 -5.6257  0.420
H -18.5629 -7.6131 -1.9603  0.255
H -10.2963 -6.8103 5.4320  0.446
H -17.7331 -10.7331 -6.1643  0.373
H -15.2008 -0.2728 0.1885  0.435
H -19.4731 -4.0549 -0.9704  0.304
H -15.0087 -1.4519 -3.3210  0.473
H -14.2742 -10.9216 -4.3872  0.210
H -13.4559 -7.2713 5.3694  0.332
H -9.0013 -6.9895 -1.2818  0.248
H -20.2575 -5.3656 -1.8971  0.387
H -11.7901 -7.4864 2.2441  -0.192
H -13.2214 -10.7853 3.2953  -0.168
H -12.4243 -11.7689 1.0978  0.121
H -13.3526 -9.0036 5.0844  0.198
H -15.8670 -14.6079 -0.9425  0.318
H -12.4135 -11.2870 4.8194  0.389
H -15.3710 -3.1408 -2.8841  0.159
H -10.5659 -12.8456 4.5398  0.344
H -11.8960 2.8525 2.4160  0.321
H -8.6699 -9.1054 1.5687  0.244
H -9.2247 -5.3861 -0.5164  0.293
H -18.2657 -14.9285 -1.5704  0.329
H -12.9586 -7.0691 -3.9395  -0.326
H -7.6598 -6.1947 -0.5766  0.497
H -15.1266 -11.7632 -5.7338  0.377
H -12.0721 -8.8148 -5.9955  0.277
H -13.6421 -0.5486 -0.5370  0.241
H -16.3291 -5.5517 -0.8535  0.258
H -16.3113 -15.5974 0.4414  0.354
H -10.5371 -8.9247 -3.8839  0.669
H -17.8720 -10.4179 -4.4056  0.305
H -12.3066 -8.2287 6.2550  0.443
H -10.7593 2.0471 3.4570  0.358
H -7.1608 -8.3836 1.0978  0.435
H -13.7793 1.4004 1.4925  0.320
H -10.0470 -6.5761 3.7196  0.097
H -17.8836 -9.0791 -5.5878  0.349
H -19.6860 -5.6606 -0.3027  0.344
H -11.3871 -5.7692 4.4816  0.273
H -8.5458 -6.4902 1.7124  0.462
H -11.0528 -7.7880 -2.5945  -0.143
H -13.7291 -2.5483 -2.6564  0.252
H -11.0654 -12.9070 1.0778  0.388
H -16.8190 -12.6077 -1.5191  -0.007
H -15.8188 -9.1738 -4.3340  -0.461

[2]
Formula: C29H74BN8O20
Source: the Open Molecules 2025 dataset
Level of theory: ωB97M-V/def2-TZVPD

Values from the calculation:
- HOMO energy: -7.70 eV
- Charge: -1
- 2S+1: 1

Each line ends with the Mulliken charge.
Atoms and positions in Å:
O 6.3709 9.1976 -4.7554  -0.559
O 11.0610 5.5786 6.5715  -0.620
O -1.5750 -0.6717 -9.2862  -0.677
O 13.2171 -2.0550 5.8821  -0.633
O -1.3787 -1.2439 1.8697  -0.611
O -8.7008 -5.4054 -4.8848  -0.531
O 4.6514 1.5449 1.3903  -0.593
O 1.2796 -0.8892 -0.2751  -0.450
O -0.9193 -9.1888 1.4078  -0.542
O 5.3967 -5.2407 -5.0327  -0.540
O -3.9215 2.1439 9.7758  -0.672
O 0.8652 -0.6180 2.0774  -0.433
O -5.6197 5.8606 -3.6775  -0.534
O -8.8271 -3.7727 0.1458  -0.545
O 5.2022 -2.9712 9.0488  -0.647
O 3.0836 -1.4275 1.3689  -0.484
O -1.3336 7.9157 2.2006  -0.549
O -0.6899 -1.7635 -0.9670  -0.659
O 5.1646 -1.1257 2.3340  -0.645
O 2.5278 0.7744 0.9474  -0.469
N -1.8587 -1.8150 -7.5032  -0.369
N 11.5052 -3.5299 6.1644  -0.398
N 12.5717 -2.8265 7.8367  -0.401
N -5.7016 1.0881 8.8666  -0.383
N 10.2877 3.8534 5.3960  -0.370
N -0.6138 -0.1292 -7.3772  -0.377
N -3.7689 0.8068 7.9660  -0.379
N 9.8870 5.8046 4.7279  -0.423
C 0.0564 -1.2992 -0.1105  0.679
C -1.9316 -9.8031 -0.7252  -1.148
C -1.1024 7.7578 4.5607  -1.078
C 6.0519 7.0324 -3.6532  -1.110
C -1.9099 7.1823 3.2864  0.107
C -8.0785 -4.7877 -5.9361  0.359
C 10.5230 5.0906 5.6403  0.650
C -5.2761 3.5766 -2.8407  -1.141
C 3.7576 0.7153 1.4434  0.514
C 5.6718 -2.7525 -4.9981  -1.232
C 12.5097 -2.7832 6.5357  0.653
C -7.8870 -3.2481 -5.8557  -1.242
C -11.2413 -3.4024 0.3355  -1.396
C -1.3646 -0.8493 -8.1193  0.676
C -5.5736 5.0474 -2.5353  0.259
C -0.2701 -7.9066 -0.4189  -1.193
C -9.8007 -2.9982 0.8095  0.597
C -6.9424 5.3122 -1.8572  -1.194
C 5.6957 -4.1231 -4.1844  0.389
C 5.3990 8.4158 -4.0587  0.210
C -9.6173 -1.5050 0.5758  -1.232
C -1.6194 5.7253 3.1403  -0.955
C -4.4321 1.3620 8.9410  0.655
C -6.7800 -5.5243 -5.9684  -1.173
C -0.2585 -1.0632 1.4050  0.542
C 5.0105 9.0850 -2.7685  -1.072
C -1.4477 -8.6783 0.2058  0.318
C 4.1408 -0.7208 1.7315  0.654
C 7.0344 -4.3210 -3.4495  -1.141
B 1.9541 -0.5823 1.0132  0.953
H -8.2716 -5.1600 -4.0619  0.356
H -6.0332 3.2218 -3.5400  0.328
H 7.0208 7.1990 -3.1826  0.321
H -6.1018 -5.2775 -6.7851  0.355
H -2.0720 5.2139 2.2908  0.292
H -2.3343 -8.1487 0.5544  0.270
H -7.9642 -3.4196 0.3744  0.309
H 11.0977 -3.1662 5.3148  0.233
H -6.1207 0.4421 8.2131  0.172
H -5.3464 3.1339 -1.8471  0.313
H 13.2280 -2.2172 8.3037  0.208
H 4.8790 -3.9153 -3.4931  0.209
H -10.5917 -1.0233 0.4953  0.326
H 9.9366 6.7919 4.9346  0.206
H 10.9930 -4.0401 6.8697  0.190
H -2.8988 -10.0913 -0.3135  0.307
H -0.0434 7.6807 4.3141  0.323
H 5.3214 -6.0127 -4.4670  0.312
H -9.8489 -3.2223 1.8751  0.189
H 6.2869 6.3682 -4.4849  0.311
H -6.2188 -5.2689 -5.0695  0.328
H 4.6756 -2.7320 -5.4399  0.315
H -4.0158 0.0448 7.3508  0.183
H 7.1605 -3.5436 -2.6960  0.334
H 5.9609 9.2359 -2.2568  0.286
H -8.6214 -4.8818 -6.8766  0.268
H -1.8631 5.2713 4.1008  0.311
H 4.4387 8.3292 -2.2300  0.324
H 5.5312 6.6048 -2.7964  0.323
H -2.9752 7.2841 3.4937  0.329
H -7.0219 6.3125 -1.4315  0.311
H 7.1536 9.3565 -4.2227  0.344
H -2.1046 -9.4951 -1.7564  0.314
H -0.1473 0.6935 -7.7315  0.211
H -9.0568 -1.2515 -0.3240  0.337
H -0.5983 -7.4857 -1.3693  0.350
H 7.8215 -4.4655 -4.1895  0.298
H 6.2772 -2.8479 -5.8994  0.336
H 10.5222 3.2091 6.1376  0.218
H -2.9175 1.2862 7.7103  0.207
H -5.1126 6.6045 -3.3443  0.345
H -11.9960 -2.8976 0.9385  0.368
H -7.2953 -2.7308 -6.6109  0.363
H -4.2660 3.5055 -3.2442  0.284
H 0.1855 -7.1670 0.2395  0.339
H 5.8615 -1.8005 -4.5022  0.351
H -0.3906 -9.9641 1.2049  0.324
H -8.8278 -2.7016 -5.7902  0.322
H 9.6402 3.6594 4.6455  0.175
H 0.5815 -8.4828 -0.7807  0.312
H -6.9234 4.7539 -0.9213  0.348
H -11.2741 -3.1146 -0.7153  0.331
H 4.4990 -2.3218 9.0387  0.322
H -1.3905 7.1535 5.4208  0.327
H -0.5338 5.6860 3.0505  0.241
H -1.2822 8.7947 4.8449  0.292
H -7.3513 -2.9779 -4.9457  0.308
H 5.3687 -3.1590 8.1251  0.325
H -0.3872 7.7780 2.2836  0.358
H 6.9992 -5.1888 -2.7909  0.368
H 4.4881 10.0152 -2.9918  0.310
H -1.8649 -1.9286 -6.4997  0.165
H 12.1127 -3.5687 8.3452  0.149
H 9.3447 5.4267 3.9642  0.164
H -7.8143 5.1624 -2.4939  0.326
H 4.5533 8.3882 -4.7458  0.312
H -0.3818 -0.5136 -6.4725  0.170
H -6.2933 1.5276 9.5571  0.217
H -9.0987 -1.1412 1.4628  0.357
H -6.9258 -6.5970 -6.0952  0.286
H -11.4552 -4.4708 0.3077  0.360
H -2.3429 -2.5372 -8.0172  0.201
H -1.1732 -10.5831 -0.7916  0.348
H -4.8250 5.5288 -1.9061  0.356

The evaluated HOMO-LUMO gap for the records listed, in turn: 7.23, 9.28 eV.
The evaluated DFT total energy for the records listed, in turn: -127104.7034, -84825.6025 eV.